# 1
Density functional theory data (ωB97M-V/def2-TZVPD) for 5 unconnected molecules or ions with the total composition C4H14O4.

- orbital gap (eV) = 9.64
- ΔE to the lowest compared entry with this formula, charge and spin (kJ/mol) = 187.4
- HOMO level (eV) = -9.48
- SMILES = C=CC=C.O.O.O.O
- LUMO (hartree) = 0.0061

```
! wB97M-V def2-TZVPD RIJCOSX def2/J DEFGRID3
* xyz 0 1
C -1.056 0.889 0.110
C -0.335 1.899 -0.360
C 1.143 1.797 -0.376
C 1.951 2.056 -1.395
H -0.684 -0.123 0.171
H -2.133 0.852 0.080
H -0.759 2.861 -0.626
H 1.556 1.562 0.603
H 3.014 2.227 -1.337
H 1.474 2.286 -2.346
O 0.094 -2.202 -1.028
H 0.004 -1.855 -0.132
H 0.425 -3.112 -0.834
O -2.088 -1.785 -3.960
H -2.664 -1.016 -3.870
H -1.546 -1.696 -3.166
O -0.458 -1.823 2.442
H 0.157 -1.957 3.186
H -1.191 -2.288 2.853
O 1.050 0.500 3.713
H 0.630 -0.203 3.183
H 1.418 1.130 3.088
*
```


# 2
Density functional theory data (ωB97M-V/def2-TZVPD) for a single C11H22N6O4 molecule.

- orbital gap (eV) = 9.10
- ΔE to the lowest compared entry with this formula, charge and spin (kJ/mol) = 743.6
- HOMO level (eV) = -9.21
- SMILES = [H]/N=C(\N)NCCC[C@H](N)C(=O)N[C@@H](CCC(N)=O)C(=O)O
- LUMO (hartree) = -0.0042

```
! wB97M-V def2-TZVPD RIJCOSX def2/J DEFGRID3
* xyz 0 1
H -2.186 -3.107 2.253
N -1.378 -2.778 1.605
C -1.713 -2.792 0.385
N -2.977 -3.012 0.019
N -0.713 -2.755 -0.694
C -0.789 -2.588 -2.058
C -0.754 -1.049 -2.313
C 0.589 -0.366 -1.889
C 0.522 1.215 -2.012
N 0.354 1.458 -3.418
C 1.790 2.061 -1.330
O 2.731 2.305 -2.227
N 1.718 2.399 -0.072
C 0.514 2.270 0.767
C 0.878 1.577 2.165
C 0.985 0.030 2.046
C 1.182 -0.635 3.301
N 0.871 -1.924 3.121
O 1.640 -0.215 4.348
C -0.086 3.684 0.949
O 0.925 4.521 1.229
O -1.581 3.834 0.573
H -3.307 -2.767 -0.973
H -3.791 -2.981 0.631
H 0.154 -2.749 -0.094
H 0.016 -3.239 -2.578
H -1.701 -3.148 -2.289
H -1.547 -0.554 -1.483
H -1.064 -0.771 -3.373
H 1.432 -0.723 -2.398
H 0.781 -0.878 -0.803
H -0.602 1.457 -1.547
H -0.031 2.430 -3.228
H 1.318 1.485 -3.967
H 2.424 3.106 0.224
H -0.376 1.754 0.332
H 1.934 1.954 2.336
H 0.127 1.798 2.943
H 2.106 -0.076 1.520
H 0.154 -0.362 1.360
H 0.328 -2.277 2.203
H 1.048 -2.448 4.034
H -1.921 4.855 0.399
*
```


# 3
Density functional theory data (ωB97M-V/def2-TZVPD) for 3 unconnected molecules or ions with the total composition C23H44FNO8P.

- orbital gap (eV) = 5.98
- HOMO level (eV) = -10.69
- LUMO (hartree) = -0.1730

```
! wB97M-V def2-TZVPD RIJCOSX def2/J DEFGRID3
* xyz 1 1
C -3.734 -4.412 -5.720
C -2.918 -3.825 -4.459
C -2.543 -4.859 -3.348
C -1.788 -4.320 -2.106
C -1.417 -5.347 -0.911
O -0.191 -5.455 -0.653
O -2.383 -6.124 -0.216
C -3.236 -5.322 0.638
C -4.778 -5.477 0.229
F -2.843 -3.946 0.757
C -1.382 -2.799 -2.000
P -0.420 -2.270 -0.461
C -1.216 -0.802 0.430
C 1.356 -1.915 -1.013
C -1.790 -1.901 -3.192
N -2.533 -2.439 -4.337
H -4.865 -4.382 -5.582
H -3.360 -3.866 -6.649
H -3.411 -5.511 -5.834
H -2.814 -5.964 -3.454
H -3.140 -5.774 1.698
H -4.994 -6.535 -0.169
H -5.113 -4.687 -0.549
H -5.454 -5.337 1.154
H -0.484 0.084 0.339
H -2.273 -0.553 0.063
H -1.262 -1.087 1.551
H 1.484 -0.798 -1.212
H 1.579 -2.519 -1.975
H 2.049 -2.281 -0.184
H -1.497 -0.797 -3.187
H -2.761 -1.737 -5.068
C -1.254 5.989 2.178
O -0.953 5.968 0.788
C 0.055 5.043 0.398
C -0.409 3.864 -0.471
O -1.488 3.034 -0.046
C -2.732 3.660 0.229
C -3.462 4.437 -0.877
O -2.728 5.504 -1.462
C -2.322 5.292 -2.805
H -1.016 6.970 2.583
H -2.329 5.848 2.317
H -0.718 5.215 2.744
H 0.629 4.691 1.256
H 0.755 5.614 -0.210
H 0.455 3.189 -0.554
H -0.587 4.176 -1.494
H -2.640 4.262 1.121
H -3.406 2.843 0.533
H -4.332 4.902 -0.402
H -3.854 3.753 -1.641
H -2.487 4.270 -3.154
H -1.253 5.520 -2.885
H -2.843 5.999 -3.459
C 5.055 2.826 2.584
O 4.868 1.669 3.390
C 3.514 1.276 3.585
C 3.096 -0.053 2.937
O 3.320 -0.281 1.548
C 4.652 -0.166 1.068
C 5.753 -1.077 1.632
O 5.947 -1.003 3.038
C 5.551 -2.156 3.763
H 5.523 3.606 3.178
H 5.750 2.592 1.773
H 4.118 3.202 2.151
H 2.823 2.075 3.315
H 3.402 1.140 4.660
H 2.007 -0.124 3.065
H 3.474 -0.900 3.498
H 4.957 0.870 1.105
H 4.591 -0.382 -0.011
H 6.692 -0.735 1.186
H 5.610 -2.113 1.301
H 4.998 -2.882 3.160
H 4.915 -1.841 4.599
H 6.434 -2.632 4.203
*
```


# 4
Density functional theory data (ωB97M-V/def2-TZVPD) for a molecular structure, C32H44N4P2SiTi.

- orbital gap (alpha / beta) (eV) = 3.07 / 3.09
- HOMO level (alpha / beta) (eV) = -12.74 / -12.74
- LUMO (alpha / beta) (hartree) = -0.3553 / -0.3547

```
! wB97M-V def2-TZVPD RIJCOSX def2/J DEFGRID3
* xyz 2 1
Ti -3.135 -0.781 -0.362
C 0.457 -1.413 -1.864
C -0.716 -1.944 -2.251
C -1.252 -3.278 -1.851
C -2.124 -3.237 -0.550
C -1.481 -2.590 0.667
C -0.136 -2.466 0.846
C 0.845 -3.103 -0.038
C 1.470 -2.154 -1.058
C -4.012 0.230 1.120
H 0.690 -0.359 -2.048
H -1.484 -1.354 -2.798
H -0.471 -4.024 -1.735
H -1.841 -3.747 -2.686
H -3.115 -2.693 -0.834
H -2.527 -4.235 -0.262
H -2.179 -2.486 1.524
H 0.252 -1.755 1.578
H 0.364 -3.928 -0.539
H 1.636 -3.559 0.567
H 2.140 -1.457 -0.551
H 2.127 -2.746 -1.724
H -3.281 0.957 1.551
H -4.595 -0.377 1.832
H -4.715 0.711 0.385
P -5.394 -3.291 0.525
P -4.528 -3.314 -3.197
N -5.110 -4.795 1.641
N -7.154 -3.316 0.967
N -4.136 -5.148 -3.492
N -5.462 -3.210 -4.694
C -5.574 -4.407 -0.897
C -5.998 -3.672 -2.167
C -4.653 -4.639 2.952
C -4.678 -5.874 3.621
C -5.161 -6.840 2.673
C -5.392 -6.151 1.477
C -7.808 -2.223 1.546
C -9.161 -2.522 1.684
C -9.365 -3.832 1.135
C -8.115 -4.311 0.744
C -2.913 -5.636 -4.015
C -2.880 -7.027 -3.961
C -4.070 -7.416 -3.224
C -4.854 -6.280 -3.114
C -5.649 -4.081 -5.783
C -6.643 -3.561 -6.607
C -7.099 -2.332 -6.013
C -6.351 -2.134 -4.862
H -6.325 -5.181 -0.660
H -4.655 -4.999 -1.095
H -6.732 -4.253 -2.735
H -6.577 -2.775 -1.929
H -4.399 -3.654 3.323
H -4.398 -6.033 4.661
H -5.364 -7.901 2.824
H -5.789 -6.519 0.552
H -7.240 -1.347 1.847
H -9.912 -1.916 2.186
H -10.292 -4.383 1.060
H -7.855 -5.289 0.367
H -2.134 -4.969 -4.387
H -2.128 -7.636 -4.501
H -4.369 -8.386 -2.819
H -5.881 -6.211 -2.798
H -5.068 -4.990 -5.857
H -6.958 -3.982 -7.551
H -7.849 -1.654 -6.392
H -6.375 -1.335 -4.138
C 2.165 2.838 2.328
Si 1.383 1.836 0.904
C 1.684 3.025 -0.564
C 2.703 0.497 0.708
C -0.316 0.978 0.855
C -1.364 0.385 0.417
H 3.172 3.158 1.983
H 2.336 2.246 3.234
H 1.666 3.754 2.686
H 2.538 3.677 -0.312
H 1.962 2.508 -1.494
H 0.848 3.693 -0.820
H 2.551 -0.301 1.445
H 2.695 -0.005 -0.261
H 3.748 0.875 0.831
*
```


# 5
Density functional theory data (ωB97M-V/def2-TZVPD) for 2 unconnected molecules or ions with the total composition CCl3FOS.

- orbital gap (alpha / beta) (eV) = 8.09 / 7.89
- ΔE to the lowest compared entry with this formula, charge and spin (kJ/mol) = 145.2
- HOMO level (alpha / beta) (eV) = -9.60 / -9.33
- LUMO (alpha / beta) (hartree) = -0.0555 / -0.0529

```
! wB97M-V def2-TZVPD RIJCOSX def2/J DEFGRID3
* xyz 0 1
C -1.067 0.266 -0.289
O 1.680 -1.785 0.386
F -1.995 0.019 -1.353
S 1.600 -0.615 -0.421
Cl -1.129 1.902 0.214
Cl -1.368 -0.849 0.918
Cl 2.279 1.062 0.545
*
```


Copy entry 4 word for word.
Density functional theory data (ωB97M-V/def2-TZVPD) for a molecular structure, C32H44N4P2SiTi.

- orbital gap (alpha / beta) (eV) = 3.07 / 3.09
- HOMO level (alpha / beta) (eV) = -12.74 / -12.74
- LUMO (alpha / beta) (hartree) = -0.3553 / -0.3547

```
! wB97M-V def2-TZVPD RIJCOSX def2/J DEFGRID3
* xyz 2 1
Ti -3.135 -0.781 -0.362
C 0.457 -1.413 -1.864
C -0.716 -1.944 -2.251
C -1.252 -3.278 -1.851
C -2.124 -3.237 -0.550
C -1.481 -2.590 0.667
C -0.136 -2.466 0.846
C 0.845 -3.103 -0.038
C 1.470 -2.154 -1.058
C -4.012 0.230 1.120
H 0.690 -0.359 -2.048
H -1.484 -1.354 -2.798
H -0.471 -4.024 -1.735
H -1.841 -3.747 -2.686
H -3.115 -2.693 -0.834
H -2.527 -4.235 -0.262
H -2.179 -2.486 1.524
H 0.252 -1.755 1.578
H 0.364 -3.928 -0.539
H 1.636 -3.559 0.567
H 2.140 -1.457 -0.551
H 2.127 -2.746 -1.724
H -3.281 0.957 1.551
H -4.595 -0.377 1.832
H -4.715 0.711 0.385
P -5.394 -3.291 0.525
P -4.528 -3.314 -3.197
N -5.110 -4.795 1.641
N -7.154 -3.316 0.967
N -4.136 -5.148 -3.492
N -5.462 -3.210 -4.694
C -5.574 -4.407 -0.897
C -5.998 -3.672 -2.167
C -4.653 -4.639 2.952
C -4.678 -5.874 3.621
C -5.161 -6.840 2.673
C -5.392 -6.151 1.477
C -7.808 -2.223 1.546
C -9.161 -2.522 1.684
C -9.365 -3.832 1.135
C -8.115 -4.311 0.744
C -2.913 -5.636 -4.015
C -2.880 -7.027 -3.961
C -4.070 -7.416 -3.224
C -4.854 -6.280 -3.114
C -5.649 -4.081 -5.783
C -6.643 -3.561 -6.607
C -7.099 -2.332 -6.013
C -6.351 -2.134 -4.862
H -6.325 -5.181 -0.660
H -4.655 -4.999 -1.095
H -6.732 -4.253 -2.735
H -6.577 -2.775 -1.929
H -4.399 -3.654 3.323
H -4.398 -6.033 4.661
H -5.364 -7.901 2.824
H -5.789 -6.519 0.552
H -7.240 -1.347 1.847
H -9.912 -1.916 2.186
H -10.292 -4.383 1.060
H -7.855 -5.289 0.367
H -2.134 -4.969 -4.387
H -2.128 -7.636 -4.501
H -4.369 -8.386 -2.819
H -5.881 -6.211 -2.798
H -5.068 -4.990 -5.857
H -6.958 -3.982 -7.551
H -7.849 -1.654 -6.392
H -6.375 -1.335 -4.138
C 2.165 2.838 2.328
Si 1.383 1.836 0.904
C 1.684 3.025 -0.564
C 2.703 0.497 0.708
C -0.316 0.978 0.855
C -1.364 0.385 0.417
H 3.172 3.158 1.983
H 2.336 2.246 3.234
H 1.666 3.754 2.686
H 2.538 3.677 -0.312
H 1.962 2.508 -1.494
H 0.848 3.693 -0.820
H 2.551 -0.301 1.445
H 2.695 -0.005 -0.261
H 3.748 0.875 0.831
*
```